Formula: C22H44O44S11
Source: the OMol25 dataset
Level of theory: wB97M-V/def2-TZVPD

The geometry in XYZ format:
```
121
Properties=species:S:1:pos:R:3:forces:R:3:mulliken_spin:R:1
C 1.4241 -0.2668 5.6603 -1.61 -0.06 1.17 0.000
C 2.8672 -0.3438 6.0229 1.74 3.12 -1.00 0.000
O 3.5332 -1.4308 5.4064 -0.93 -2.01 -1.75 0.000
S 2.4829 -2.4416 4.6152 -1.18 -0.01 3.90 0.000
O 2.4458 -3.7447 5.3174 0.13 3.18 -2.29 0.000
O 2.5608 -2.3797 3.1715 -0.02 0.18 1.68 0.000
O 1.1501 -1.5343 5.2470 -0.15 -4.71 -2.37 0.000
H 1.0000 0.4160 4.9241 1.23 0.52 -0.39 0.000
H 0.7884 -0.0582 6.5209 0.14 -0.22 0.42 0.000
H 3.2279 -0.2538 7.0475 -0.64 -0.29 -0.01 0.000
H 3.1657 0.5345 5.4505 1.25 0.30 0.56 0.000
C -3.5118 -4.3673 -0.7870 -1.01 0.49 -0.42 0.000
C -4.1749 -2.9719 -0.9108 -0.23 -1.04 1.23 0.000
O -3.2835 -2.1957 -1.6595 2.12 0.83 -0.54 0.000
S -1.7157 -2.5851 -1.2758 -2.68 -1.37 -0.63 0.002
O -1.3257 -1.9815 -0.0426 0.10 -0.20 -0.64 0.001
O -0.8977 -2.4431 -2.4542 -0.85 -0.39 1.63 -0.005
O -2.1543 -4.1554 -1.0050 3.24 1.62 -0.63 0.001
H -3.8431 -4.9713 -1.6317 -0.18 -0.45 0.46 0.000
H -3.5923 -4.8145 0.2038 -0.50 -0.15 -0.32 0.000
H -4.2910 -2.5430 0.0845 -0.22 0.20 -0.01 0.000
H -5.1307 -3.0734 -1.4249 0.18 0.37 -0.07 0.000
C 0.8165 -0.1525 1.2808 -1.14 0.45 0.88 -0.001
C -0.0805 1.1107 1.5709 1.94 0.02 -0.26 0.000
O -0.3505 1.6383 0.2447 0.11 0.71 -1.31 0.000
S 0.9030 1.4185 -0.7880 -1.66 -2.38 0.42 0.002
O 1.9991 2.2573 -0.4830 0.19 0.23 0.31 0.000
O 0.5057 1.3185 -2.2017 0.17 -0.18 3.32 0.000
O 1.1373 -0.1185 -0.1230 0.43 0.86 -0.79 0.000
H 0.2537 -1.0395 1.5716 -0.17 -0.22 -0.97 0.001
H 1.6790 -0.2112 1.9448 0.44 0.55 -0.52 0.000
H 0.5079 1.8329 2.1368 0.02 0.20 -0.31 0.000
H -0.9764 0.9585 2.1729 -0.17 -0.28 -0.87 0.000
C 2.4323 -2.4616 -1.6247 -2.49 0.73 -1.20 0.050
C 1.8896 -3.5802 -0.7409 -0.25 1.06 0.62 0.075
O 2.9453 -4.3895 -0.7221 4.01 -3.49 -1.29 0.157
S 3.7819 -4.4498 -2.2120 3.55 -0.74 -0.38 -0.068
O 3.2012 -5.3616 -3.1671 -0.28 0.78 1.37 0.254
O 5.2671 -4.4555 -2.1065 -4.95 0.43 0.59 0.071
O 3.2063 -3.0033 -2.6847 0.00 -0.71 1.03 0.326
H 3.1317 -1.8771 -1.0270 -0.11 0.54 0.19 0.083
H 1.5157 -2.0355 -2.0326 0.68 1.18 -0.38 0.010
H 0.9847 -4.0739 -1.0954 -0.36 -0.01 -0.77 0.027
H 1.6878 -3.2924 0.2908 -0.01 0.30 0.05 0.006
C 4.3729 3.7271 -3.3758 0.34 -0.86 0.23 0.000
C 3.4913 2.6851 -4.0953 -0.85 0.88 0.47 0.000
O 4.3400 1.6397 -4.5331 -0.43 -0.77 -0.81 0.000
S 5.4548 1.3707 -3.4490 0.14 0.42 0.31 0.000
O 6.5428 0.6856 -4.1170 -1.62 1.66 1.40 0.000
O 4.8948 0.8365 -2.2135 0.62 0.44 -1.59 0.000
O 5.6418 2.9852 -3.2245 0.44 -0.30 0.77 0.000
H 3.8441 4.0107 -2.4658 0.62 -0.57 0.64 0.000
H 4.6088 4.7112 -3.7807 0.21 -0.52 -0.93 0.000
H 2.8947 3.1396 -4.8862 0.42 -0.45 -0.42 0.000
H 2.7916 2.2647 -3.3729 -0.02 0.01 0.04 0.000
C 5.9464 4.8805 1.3203 1.01 -2.44 -1.46 0.000
C 4.8959 4.2032 0.3777 0.48 0.43 1.27 0.000
O 4.5477 5.2759 -0.4458 -0.59 2.51 -1.20 0.000
S 4.6303 6.7738 0.2752 3.56 -0.74 -1.29 0.000
O 3.3241 7.1769 0.6140 -0.28 0.14 0.49 0.000
O 5.5185 7.6853 -0.4825 -2.26 -2.66 1.91 0.000
O 5.4625 6.1383 1.5923 -2.01 2.29 -0.23 0.000
H 6.9110 5.0167 0.8313 0.06 -0.31 -0.40 0.000
H 6.1589 4.2453 2.1803 -0.49 0.56 0.48 0.000
H 4.0204 3.8871 0.9449 -0.09 0.00 0.20 0.000
H 5.1765 3.3747 -0.2727 0.58 0.15 0.19 0.000
C -0.9193 -4.1909 2.8757 -0.48 1.06 1.02 0.000
C 0.0490 -5.2179 3.3906 0.20 0.46 1.24 0.000
O -0.1273 -6.3454 2.5713 -0.92 -0.13 -2.10 0.000
S -0.7540 -5.8986 1.1026 -0.28 -3.43 -1.12 0.000
O -2.0713 -6.5334 0.9268 2.46 2.02 0.88 0.001
O 0.2174 -6.2825 0.0483 -1.67 2.29 2.47 0.004
O -0.8565 -4.2993 1.4781 0.47 -1.67 -2.08 0.002
H -0.6952 -3.1568 3.1376 0.43 -0.07 -0.06 0.000
H -1.9538 -4.3210 3.1932 -0.02 -0.52 0.13 0.000
H -0.1930 -5.4764 4.4215 0.07 -0.17 -0.07 0.000
H 1.0925 -4.9053 3.3513 -0.04 0.17 -0.09 0.000
C -3.2237 3.9170 4.8517 1.83 -2.84 -0.94 0.000
C -3.5539 2.6585 5.6674 -3.56 2.73 -0.05 0.000
O -2.4767 1.8664 5.7489 4.78 -1.82 -0.09 0.000
S -1.0179 2.6779 5.5497 -3.29 2.79 -2.74 0.000
O -0.3721 2.2943 4.2908 -1.16 -0.03 2.40 0.000
O -0.2552 2.8588 6.7286 -0.22 -0.70 -0.12 0.000
O -1.8702 4.1268 5.2518 2.63 -0.04 1.83 0.000
H -3.9177 4.7529 4.9404 0.60 0.01 0.17 0.000
H -2.9567 3.5609 3.8568 -1.70 0.41 -0.83 0.000
H -4.3727 2.1338 5.1752 0.11 -0.20 0.18 0.000
H -3.8645 3.0145 6.6497 -0.09 -0.29 0.30 0.000
C -6.4991 0.2621 0.7910 0.26 3.09 0.39 0.000
C -5.6791 1.1701 -0.1731 -1.09 -1.09 -1.43 0.000
O -4.4203 1.4762 0.4088 0.79 -1.51 1.48 0.000
S -4.1284 0.5143 1.7023 1.49 -1.03 0.03 0.000
O -4.2481 1.3432 2.8889 0.28 -1.34 -1.61 0.000
O -2.8767 -0.3220 1.5146 -4.58 2.59 0.44 0.000
O -5.5195 -0.4005 1.5218 3.17 -0.59 1.05 0.000
H -7.1760 -0.4777 0.3638 0.14 0.40 -0.14 0.000
H -6.9470 1.0195 1.4343 -0.96 -0.67 0.42 0.000
H -6.0811 2.1537 -0.4161 -0.50 -0.44 -0.07 0.000
H -5.5992 0.5129 -1.0390 0.81 0.66 -0.59 0.000
C -2.9359 0.7337 -2.5592 0.17 1.03 0.97 0.000
C -2.6546 2.1924 -2.9036 -0.45 0.54 -1.15 0.000
O -3.1833 2.3080 -4.2601 0.75 -0.74 -1.06 0.000
S -4.6059 1.5492 -4.3111 1.20 1.42 1.12 0.000
O -4.8971 1.1287 -5.6590 0.40 0.11 2.30 0.000
O -5.4404 2.4556 -3.5493 -0.21 -1.77 -0.90 0.000
O -4.0929 0.3053 -3.2911 -0.84 0.97 -1.11 0.000
H -3.0640 0.7862 -1.4780 -0.51 -0.84 0.06 0.000
H -2.0939 0.0800 -2.7869 -0.12 0.07 -0.20 0.000
H -1.5933 2.4220 -2.8089 0.01 -0.16 -0.77 0.000
H -3.1704 3.0181 -2.4135 -0.30 -0.68 0.91 0.000
C -0.6090 -0.4261 -6.7542 -0.02 0.02 0.70 0.000
C -0.5968 -0.0509 -5.2285 2.19 1.00 -2.18 0.000
O -0.0015 -1.1434 -4.5983 -0.05 -2.87 1.05 -0.001
S 0.5272 -2.3571 -5.5661 0.95 -0.47 -0.38 0.000
O 0.1267 -3.6792 -5.0432 0.75 3.45 -1.31 0.000
O 1.9680 -2.1214 -5.8569 -3.70 -0.47 0.77 0.001
O -0.4228 -1.8935 -6.8433 0.72 0.67 1.40 0.000
H 0.2100 0.1110 -7.2325 0.04 -0.47 -0.24 0.000
H -1.5519 -0.1029 -7.1954 0.06 -0.72 -0.22 0.000
H -1.5190 0.4179 -4.8854 -0.14 -1.06 0.52 0.000
H 0.2338 0.6406 -5.0872 -0.63 1.06 -0.28 0.000
```
Forces are in eV/Å.

Values from the calculation:
**Multiplicity**: 2
**Total charge**: +1
**ΔE to the lowest compared entry with this formula, charge and spin**: 1.5 kcal/mol
**Frontier orbital gap (spin up / spin down)**: 9.567 / 3.167 eV
**E_tot**: -8554.41308 Ha
**Expectation value of S²**: 0.759
**Max |F|**: 5.5 eV/A
**LUMO (spin up / spin down)**: -3.222 / -9.622 eV

Formula: C22H44O48PS11
Source: the OMol25 dataset
Level of theory: wB97M-V/def2-TZVPD

The geometry in XYZ format:
```
126
Properties=species:S:1:pos:R:3:forces:R:3:lowdin_charge:R:1
P -0.0503 -0.3257 0.1537 -0.34 -0.33 -0.38 0.010
O 1.1969 0.6389 0.0641 -0.03 -0.32 0.12 -0.429
O -0.7413 -0.5377 -1.2201 0.48 -0.04 -0.98 -0.394
O -1.1440 0.3795 1.0051 -0.20 0.18 1.38 -0.406
O 0.3673 -1.7312 0.7268 0.21 0.88 0.06 -0.423
C -4.0327 1.0638 3.0466 2.55 0.30 0.89 -0.174
C -3.3460 -0.3110 2.9503 -0.61 -0.64 -0.07 -0.172
O -4.3107 -1.2412 3.4964 -1.49 0.64 1.24 -0.206
S -5.0639 -0.4723 4.7613 -0.58 -1.46 -1.55 0.746
O -4.1306 -0.4750 5.8773 -1.68 0.45 -1.31 -0.252
O -6.4453 -0.9939 4.8848 3.52 1.61 -0.06 -0.272
O -5.0793 1.0035 3.9867 -1.41 -1.84 1.29 -0.200
H -4.3037 1.4920 2.0835 -0.48 -0.15 0.19 0.135
H -3.2840 1.6646 3.5633 0.00 0.59 -0.67 0.104
H -2.4614 -0.4569 3.5684 0.16 0.66 -0.19 0.103
H -3.1114 -0.5512 1.9147 0.07 -0.18 0.16 0.088
C -2.9383 -2.7398 -0.5580 1.66 -0.59 0.86 -0.175
C -2.9505 -2.4202 -2.0601 0.58 0.66 1.40 -0.204
O -3.7448 -3.4001 -2.6441 -3.45 -2.54 0.32 -0.198
S -4.9937 -3.8514 -1.6032 -0.07 3.38 0.39 0.741
O -5.3299 -5.2406 -1.6129 0.79 0.53 -0.33 -0.253
O -6.1199 -2.8964 -1.7597 2.69 -2.00 0.37 -0.288
O -4.0907 -3.4922 -0.2617 -3.11 -1.35 -1.49 -0.205
H -2.9154 -1.9523 0.1940 0.16 0.62 -0.78 0.106
H -2.1270 -3.4133 -0.2756 0.38 0.24 -0.31 0.129
H -1.9987 -2.6479 -2.5343 0.20 1.14 0.30 0.129
H -3.4000 -1.4329 -2.1559 0.46 0.02 -0.72 0.109
C 4.6770 2.3765 0.1399 -0.21 -0.69 -1.59 -0.118
C 4.4536 1.1642 -0.8200 -0.60 -0.03 3.40 -0.215
O 4.7430 1.5808 -2.1027 1.74 1.42 -1.03 -0.192
S 5.8969 2.7669 -2.0502 -0.95 0.52 -0.91 0.728
O 5.2494 3.8772 -2.7767 1.93 -2.03 1.56 -0.272
O 7.2364 2.3000 -2.4019 -2.47 0.93 0.58 -0.259
O 5.8542 2.9772 -0.4364 0.62 0.38 -1.27 -0.215
H 4.9304 2.0585 1.1487 -0.17 0.17 -0.04 0.133
H 3.8376 3.0672 0.0619 0.07 0.12 0.36 0.131
H 3.4001 0.9052 -0.6892 -0.09 -0.42 -0.39 0.098
H 5.1309 0.3967 -0.4435 -0.12 -0.39 -0.56 0.122
C 3.7552 -1.4559 1.5468 -0.34 1.90 -1.15 -0.199
C 3.2361 -2.7759 2.0591 1.08 -0.31 0.44 -0.142
O 4.0154 -3.7515 1.2997 0.97 -0.77 -0.44 -0.214
S 5.5241 -3.1867 1.0399 -1.55 -0.07 0.45 0.718
O 6.1821 -3.8068 -0.1287 -1.84 1.80 2.85 -0.259
O 6.1387 -3.1868 2.3576 0.21 0.03 -1.85 -0.261
O 4.9131 -1.6956 0.7510 2.32 -1.78 -1.69 -0.238
H 4.1790 -0.6375 2.1296 -0.96 -0.52 1.39 0.125
H 2.9740 -1.0248 0.9140 0.09 0.15 -0.32 0.090
H 2.1986 -2.9598 1.7828 -0.01 0.25 0.03 0.109
H 3.4642 -2.8085 3.1230 -0.22 -0.71 -0.04 0.098
C 0.6839 2.3165 -2.6951 0.35 0.52 0.53 -0.147
C 1.9401 3.0584 -3.2129 -0.26 -0.54 1.33 -0.188
O 1.5264 3.6303 -4.4112 -0.12 1.62 -2.35 -0.194
S 0.0373 4.2197 -4.2453 -0.47 -0.81 1.12 0.710
O -0.5873 4.4924 -5.5277 1.21 -1.16 1.98 -0.240
O 0.0148 5.2720 -3.2440 0.16 -1.30 -1.17 -0.249
O -0.4272 2.7727 -3.5210 0.07 1.83 -0.67 -0.218
H 0.6638 2.6927 -1.6724 -1.01 -0.44 0.14 0.101
H 0.6515 1.2283 -2.6616 0.06 0.04 -0.17 0.106
H 2.8355 2.4464 -3.2971 -0.21 0.01 -0.60 0.117
H 2.1465 3.8627 -2.5051 0.25 0.02 -0.04 0.120
C -2.2850 2.2800 -0.9078 -1.30 0.19 1.68 -0.139
C -3.3053 1.1793 -1.3101 1.36 -0.13 -0.36 -0.165
O -4.5587 1.8539 -1.5697 1.01 1.94 -0.91 -0.193
S -4.1181 3.2672 -2.3551 -0.52 -0.33 0.44 0.665
O -5.0764 4.2955 -2.0133 1.05 -1.13 -0.16 -0.270
O -3.8617 3.0175 -3.7529 -0.10 -0.02 1.34 -0.247
O -2.7468 3.5001 -1.5497 -1.21 0.22 -1.71 -0.218
H -1.2153 2.1396 -1.0299 -0.37 -0.51 -0.47 0.087
H -2.4720 2.5786 0.1241 0.31 -0.71 0.27 0.093
H -3.4489 0.4181 -0.5467 0.08 0.31 0.13 0.113
H -2.9371 0.6836 -2.2085 -0.18 0.00 -0.08 0.095
C 1.9061 1.1180 3.2235 -0.61 2.18 -3.05 -0.223
C 1.1416 -0.1187 3.2777 -0.31 -1.31 0.08 -0.214
O 1.3781 -0.4280 4.6232 1.43 -1.81 3.85 -0.209
S 2.9582 -0.1935 5.0847 -1.90 -0.73 -1.03 0.722
O 3.7836 -1.3199 4.7085 -0.61 1.34 -0.14 -0.255
O 3.0286 0.1485 6.4827 -0.40 0.58 -1.56 -0.246
O 3.0750 1.0358 3.9956 1.67 -1.32 2.08 -0.174
H 1.3102 1.9716 3.5422 0.23 -0.04 0.23 0.110
H 2.1728 1.2221 2.1686 0.24 0.53 -0.03 0.114
H 1.4358 -0.9301 2.6094 0.19 0.14 -0.14 0.093
H 0.0625 -0.0466 3.1403 0.07 0.50 -0.22 0.113
C -0.0888 3.3627 1.7031 -0.32 -2.16 1.33 -0.138
C -1.2789 3.2294 2.7282 0.90 0.35 -3.43 -0.181
O -1.2131 4.4838 3.3462 0.79 1.05 2.70 -0.204
S 0.3198 4.8748 3.7895 -1.08 -0.14 -1.10 0.701
O 0.6869 4.3643 5.1014 -0.32 -0.06 -2.28 -0.254
O 0.4459 6.2984 3.6048 0.10 -1.27 -0.08 -0.261
O 0.9302 4.0188 2.4997 0.27 1.64 1.58 -0.230
H -0.3210 3.7943 0.7306 0.09 0.81 0.40 0.128
H 0.3224 2.3690 1.5170 -0.13 -0.08 -0.41 0.073
H -1.1690 2.2973 3.2810 -0.10 0.39 0.60 0.119
H -2.1975 3.2944 2.1480 -0.12 -0.55 0.30 0.116
C 1.3109 -2.1506 -2.6844 0.35 4.06 -0.08 -0.170
C 2.4680 -1.4217 -1.9280 -1.98 -0.13 1.29 -0.209
O 3.6187 -1.5377 -2.6891 2.21 -0.43 -2.83 -0.193
S 3.2391 -1.8168 -4.2861 0.16 -0.56 2.66 0.710
O 4.2403 -2.6291 -4.9486 -1.62 0.94 1.15 -0.247
O 2.8407 -0.5792 -4.9099 -0.10 -1.06 0.45 -0.244
O 1.9974 -2.7272 -3.7600 0.68 -1.79 -2.94 -0.213
H 0.7791 -1.2954 -3.1054 -0.69 -0.33 0.11 0.073
H 0.5850 -2.6793 -2.0705 0.60 -0.84 -0.25 0.129
H 2.5423 -1.9340 -0.9690 0.64 0.36 0.07 0.115
H 2.2565 -0.3597 -1.8195 -0.42 -0.27 0.49 0.084
C -0.7954 -2.7492 4.2522 -1.34 -0.64 -0.42 -0.151
C -1.1851 -3.1712 2.8235 1.04 -0.08 0.33 -0.167
O -2.0946 -4.2899 2.9395 -0.13 -0.79 1.86 -0.195
S -2.2569 -4.7674 4.5293 -0.24 0.16 -0.80 0.714
O -1.3179 -5.8493 4.8926 -1.45 2.70 -0.85 -0.283
O -3.6578 -4.9894 4.8125 1.76 0.30 -0.29 -0.258
O -1.8511 -3.2744 5.0837 -0.14 -2.10 0.38 -0.211
H -0.8853 -1.6794 4.4190 0.84 -0.14 0.05 0.112
H 0.1301 -3.2940 4.4333 0.24 0.79 0.81 0.130
H -0.2304 -3.5297 2.4434 -0.46 0.11 -0.98 0.108
H -1.5828 -2.3547 2.2246 -0.12 -0.38 -0.21 0.095
C -0.4502 -0.8240 -5.5583 0.92 0.78 1.18 -0.192
C -1.4467 -0.1580 -4.5983 0.61 -0.03 0.25 -0.169
O -2.6044 -0.9321 -4.8067 -1.87 -2.22 -1.25 -0.218
S -2.7920 -1.3526 -6.3936 1.70 -0.31 1.83 0.717
O -3.5649 -0.2933 -6.9506 0.17 -0.54 -0.71 -0.236
O -3.1424 -2.7509 -6.6292 0.56 2.57 0.69 -0.256
O -1.1688 -1.1607 -6.6915 -2.77 -0.52 -2.16 -0.200
H -0.0365 -1.7580 -5.1742 0.00 0.16 0.48 0.119
H 0.3744 -0.1815 -5.8663 -0.07 0.09 0.13 0.129
H -1.7384 0.8812 -4.7557 0.58 0.12 -0.44 0.126
H -1.1709 -0.2819 -3.5481 0.12 -0.07 0.14 0.095
```
Forces are in eV/Å.

Values from the calculation:
**Multiplicity**: 1
**Total charge**: -3
**Frontier orbital gap**: 6.065 eV
**E_tot**: -9197.48161 Ha
**Max |F|**: 4.5 eV/A
**LUMO**: 4.842 eV

Which of these has the highest multiplicity? C22H44O44S11

The highest multiplicity belongs to which entry? C22H44O44S11